Record 1
{"formula": "C3H7N5O", "method": "ωB97M-V with the def2-TZVPD basis set", "symbols": ["C", "C", "C", "H", "H", "H", "H", "H", "H", "H", "N", "N", "N", "N", "N", "O"], "coordinates": [[-1.476, -0.840, -0.584], [0.705, 0.196, -0.290], [1.412, 1.639, 1.374], [-2.948, 0.195, 0.309], [-1.464, 0.769, 0.653], [-1.605, -2.577, -1.295], [0.530, -1.519, -2.530], [1.730, -0.143, -0.502], [1.209, 2.633, 1.860], [2.985, 1.405, 2.340], [-2.001, 0.293, -0.047], [-2.185, -1.904, -0.812], [-0.158, -0.577, -0.918], [0.431, 1.296, 0.350], [2.365, 0.862, 1.651], [0.470, -1.728, -1.559]], "total_charge": 0, "e_homo_ev": -9.2, "e_tot_ha": -467.44222, "mol_weight_g_mol": 129.12, "smiles": "[H]/N=C(/N)N(O)/C=N/C=N/[H]", "e_above_lowest_kcal_mol": 66.81}

---

Record 2
{"formula": "C3H7N5O", "method": "ωB97M-V with the def2-TZVPD basis set", "symbols": ["C", "C", "C", "H", "H", "H", "H", "H", "H", "H", "N", "N", "N", "N", "N", "O"], "coordinates": [[1.360, -0.165, 0.012], [-0.715, -1.310, -0.111], [-0.761, 1.216, -0.097], [1.704, 1.805, 0.435], [3.144, 0.802, 0.230], [2.870, -1.210, -0.018], [-0.125, -1.994, -0.703], [-2.316, -2.386, 0.400], [-2.664, 1.808, -0.137], [-2.470, 0.059, -0.164], [2.131, 0.857, 0.480], [1.959, -1.238, -0.466], [-0.044, -0.036, -0.002], [-1.866, -1.480, 0.448], [-2.099, 1.019, -0.177], [-0.108, 2.253, -0.131]], "total_charge": 0, "e_homo_ev": -8.9, "e_tot_ha": -467.54869, "mol_weight_g_mol": 129.12, "smiles": "[H]/N=C/N(C(N)=O)/C(N)=N/[H]", "e_above_lowest_kcal_mol": 0.00}

---

Record 3
{"formula": "C3H7N5O2", "method": "ωB97M-V with the def2-TZVPD basis set", "symbols": ["C", "C", "C", "N", "N", "N", "N", "N", "O", "O", "H", "H", "H", "H", "H", "H", "H"], "coordinates": [[0.726, 1.165, 1.308], [-1.401, -2.096, -0.743], [-0.132, -0.144, -0.315], [-0.543, 1.691, 0.950], [-1.049, 1.012, 0.112], [0.956, 0.007, 0.641], [1.378, 1.761, 2.302], [0.110, -0.145, -1.801], [-1.944, -1.706, -1.790], [-0.618, -1.423, -0.007], [-1.692, -3.127, -0.317], [1.639, -0.670, 0.793], [0.911, 2.552, 2.799], [2.367, 1.702, 2.306], [-0.008, 0.767, -2.265], [-1.703, -0.725, -2.034], [1.004, -0.620, -1.937]], "total_charge": 2, "e_homo_ev": -19.6, "e_tot_ha": -542.04470, "mol_weight_g_mol": 145.12, "e_above_lowest_kcal_mol": 0.00}

---

Record 4
{"formula": "C3H7NO", "method": "ωB97M-V with the def2-TZVPD basis set", "symbols": ["C", "C", "C", "N", "O", "H", "H", "H", "H", "H", "H", "H"], "coordinates": [[-0.528, -0.133, -0.034], [0.739, -1.041, -0.095], [-0.308, 1.551, 0.091], [-1.667, -0.708, -0.016], [-2.814, -0.126, 0.099], [0.829, -1.389, -1.224], [1.641, -0.482, 0.149], [0.678, -1.871, 0.436], [-1.340, 1.768, -0.050], [0.249, 1.602, 0.908], [0.224, 1.825, -0.835], [-1.558, -1.697, -0.175]], "total_charge": 0, "e_homo_ev": -8.4, "e_tot_ha": -248.37116, "mol_weight_g_mol": 73.09, "smiles": "CC(C)=[NH+][O-]", "e_above_lowest_kcal_mol": 97.47}

---

Record 5
{"formula": "C3H7NO", "method": "ωB97M-V with the def2-TZVPD basis set", "symbols": ["C", "N", "C", "C", "O", "H", "H", "H", "H", "H", "H", "H"], "coordinates": [[0.988, 0.547, 1.353], [0.099, -0.433, 1.075], [-0.598, -0.612, -0.190], [-0.225, 0.235, -1.406], [1.460, 0.745, 2.455], [1.288, 1.160, 0.495], [-0.284, -0.879, 1.894], [-1.657, -0.521, -0.039], [-0.580, -1.680, -0.441], [-1.072, 0.873, -1.681], [0.028, -0.409, -2.238], [0.551, 0.974, -1.277]], "total_charge": 0, "e_homo_ev": -9.6, "e_tot_ha": -248.49237, "mol_weight_g_mol": 73.09, "smiles": "CCNC=O", "e_above_lowest_kcal_mol": 21.41}

---

Record 6
{"formula": "C3H7NO", "method": "ωB97M-V with the def2-TZVPD basis set", "symbols": ["O", "C", "C", "C", "N", "H", "H", "H", "H", "H", "H", "H"], "coordinates": [[0.907, -2.021, -0.737], [0.649, -1.267, 0.164], [-0.320, -0.121, 0.029], [0.243, 1.117, 0.758], [-0.593, 0.113, -1.371], [1.104, -1.421, 1.157], [-1.189, -0.415, 0.639], [1.036, 1.606, 0.181], [0.631, 0.868, 1.748], [-0.545, 1.857, 0.862], [-0.380, -0.727, -1.895], [-1.542, 0.410, -1.533]], "total_charge": 0, "e_homo_ev": -9.6, "e_tot_ha": -248.48715, "mol_weight_g_mol": 73.09, "smiles": "C[C@@H](N)C=O", "e_above_lowest_kcal_mol": 24.69}

---

Record 7
{"formula": "C3H7NO", "method": "ωB97M-V with the def2-TZVPD basis set", "symbols": ["C", "C", "C", "H", "H", "H", "H", "H", "H", "H", "N", "O"], "coordinates": [[-1.772, 0.084, 1.039], [0.501, -0.075, -0.380], [1.761, -0.150, -1.137], [-2.294, 0.285, 0.124], [-1.565, -0.990, 1.180], [-2.414, 0.198, 1.878], [-0.384, -0.612, -0.657], [2.650, -0.286, -0.495], [1.710, -0.886, -1.888], [1.965, 0.787, -1.513], [0.555, 0.648, 0.633], [-0.713, 0.996, 1.216]], "total_charge": 0, "e_homo_ev": -9.6, "e_tot_ha": -248.39716, "mol_weight_g_mol": 73.09, "smiles": "C/C=N/OC", "e_above_lowest_kcal_mol": 81.16}

---

Record 8
{"formula": "C3H7NO", "method": "ωB97M-V with the def2-TZVPD basis set", "symbols": ["C", "N", "C", "O", "C", "H", "H", "H", "H", "H", "H", "H"], "coordinates": [[-1.511, 0.567, -0.334], [-0.722, -0.623, 0.251], [0.597, -0.450, -0.398], [0.826, -1.129, -1.361], [1.519, 0.539, 0.252], [-1.036, -1.586, 0.063], [-1.883, 0.186, -1.293], [-2.374, 0.667, 0.337], [-0.654, -0.491, 1.260], [1.010, 1.499, 0.335], [2.415, 0.630, -0.363], [1.812, 0.192, 1.251]], "total_charge": 0, "e_homo_ev": -7.2, "e_tot_ha": -248.39449, "mol_weight_g_mol": 73.09, "e_above_lowest_kcal_mol": 82.84}

---

- Which formula does entry 1 have?
  C3H7N5O